Entry 1:
The following is a DFT calculation (ωB97M-V/def2-TZVPD) of a structure of composition C34H33F5N5O5TeV at a distorted geometry.

Net charge = 0
Energy relative to the best compared isomer or geometry (same formula, charge and spin) = 513.4 kJ/mol
Multiplicity = 3
E_HOMO (alpha / beta) = -8.1996 / -8.4045 eV
Maximum force = 0.0505 hartree/bohr
Kohn-Sham gap (alpha / beta) = 8.0 / 6.6 eV
LUMO energy (alpha / beta) = -0.22 / -1.80 eV

CARTESIAN COORDINATES (ANGSTROEM)
V 0.170 -0.737 -2.173
C 0.473 0.414 5.845
O 0.647 -0.056 4.516
C 1.636 -0.965 4.303
C 2.472 -1.467 5.286
C 3.441 -2.412 4.954
C 3.553 -2.870 3.654
C 2.699 -2.380 2.671
C 1.757 -1.410 2.982
N 0.826 -0.892 2.051
C 1.026 -0.598 0.738
N 2.314 -0.515 0.358
C 2.878 -0.425 -0.924
C 2.155 -0.378 -2.109
C 2.868 -0.310 -3.316
C 4.244 -0.295 -3.331
C 4.960 -0.330 -2.132
C 4.278 -0.389 -0.941
O 4.898 -0.454 0.286
C 5.866 0.559 0.549
N 0.024 -0.376 -0.086
C -1.298 -0.468 0.483
C -2.135 -1.541 0.208
C -3.407 -1.614 0.769
C -3.848 -0.611 1.611
C -3.024 0.472 1.911
C -1.747 0.540 1.362
O -0.852 1.509 1.657
C -1.250 2.536 2.552
H -0.335 1.137 5.811
H 1.378 0.903 6.211
H 0.201 -0.399 6.520
H 2.377 -1.136 6.311
H 4.095 -2.796 5.727
H 4.285 -3.626 3.398
H 2.744 -2.779 1.664
H -0.080 -0.671 2.429
H 3.003 -0.627 1.087
H 2.325 -0.292 -4.250
H 4.775 -0.268 -4.274
H 6.043 -0.332 -2.135
H 6.667 0.551 -0.190
H 6.285 0.342 1.529
H 5.397 1.546 0.558
H -1.795 -2.335 -0.451
H -4.038 -2.466 0.543
H -4.835 -0.666 2.056
H -3.372 1.242 2.585
H -0.395 3.199 2.648
H -1.507 2.131 3.532
H -2.098 3.099 2.157
C 0.241 4.465 -2.020
C -0.703 3.651 -1.411
C -0.524 2.272 -1.360
C 0.599 1.732 -1.949
C 1.551 2.513 -2.572
C 1.363 3.891 -2.604
H 0.103 5.540 -2.044
H -1.599 4.078 -0.974
H -1.284 1.667 -0.902
H 2.426 2.093 -3.044
H 2.102 4.508 -3.102
N -5.950 0.741 -0.126
C -6.145 0.212 -1.369
O -7.240 -0.163 -1.741
C -4.955 0.169 -2.283
C -5.174 -0.129 -3.621
C -4.103 -0.111 -4.494
C -2.847 0.199 -3.998
N -2.609 0.437 -2.708
C -3.653 0.418 -1.881
H -6.729 0.682 0.507
H -5.033 0.872 0.261
H -6.180 -0.364 -3.944
H -4.232 -0.337 -5.545
H -1.993 0.258 -4.659
H -3.418 0.612 -0.834
F 1.105 -4.698 -2.187
Te -0.262 -3.631 -2.924
F -1.286 -4.429 -1.529
F 1.207 -2.729 -3.861
F -1.755 -2.275 -2.921
F 0.009 -0.106 -3.755
O 0.229 -2.337 -1.607

Entry 2:
The following is a DFT calculation (ωB97M-V/def2-TZVPD) of a cluster of 6 separate species, C34H33F5N6O2P in total at a distorted geometry.

Net charge = +1
E_HOMO = -10.6044 eV
Maximum force = 0.0819 hartree/bohr
Kohn-Sham gap = 7.2 eV
LUMO energy = -3.39 eV

CARTESIAN COORDINATES (ANGSTROEM)
C 0.571 3.800 -4.179
P 0.083 2.656 -2.781
O -1.435 3.255 -2.306
N 1.254 2.910 -1.475
C 1.637 2.030 -0.563
N 2.542 2.266 0.475
C 2.609 1.066 1.138
N 3.429 0.942 2.280
N 1.813 0.109 0.575
N 1.222 0.734 -0.472
O 0.394 -0.050 -1.211
C -0.925 0.157 -0.853
N -2.000 0.499 -0.935
H -0.381 4.161 -4.642
H 1.183 3.272 -4.942
H 1.169 4.673 -3.809
H -1.356 3.555 -1.379
H 1.688 3.838 -1.404
H 2.969 1.508 3.003
H 3.347 -0.036 2.586
H 1.713 -0.848 0.909
F -1.658 0.154 -6.083
C -2.815 -0.084 -5.434
C -2.819 -0.118 -4.052
C -4.011 -0.359 -3.380
C -5.180 -0.573 -4.100
C -5.160 -0.541 -5.489
C -3.971 -0.290 -6.162
H -1.895 0.043 -3.511
H -4.028 -0.380 -2.298
H -6.109 -0.765 -3.576
H -6.071 -0.712 -6.049
H -3.938 -0.253 -7.243
F -8.919 -1.762 -3.935
C -8.605 -2.638 -2.964
C -8.237 -2.165 -1.716
C -7.918 -3.070 -0.712
C -7.959 -4.434 -0.969
C -8.325 -4.896 -2.227
C -8.656 -3.994 -3.229
H -8.202 -1.097 -1.536
H -7.636 -2.710 0.270
H -7.706 -5.139 -0.186
H -8.354 -5.960 -2.428
H -8.952 -4.336 -4.213
F 3.489 -2.644 4.653
C 4.782 -2.805 4.300
C 5.111 -3.742 3.337
C 6.442 -3.902 2.970
C 7.427 -3.132 3.577
C 7.084 -2.198 4.546
C 5.754 -2.029 4.906
H 4.331 -4.339 2.881
H 6.710 -4.627 2.213
H 8.464 -3.262 3.293
H 7.853 -1.601 5.022
H 5.468 -1.299 5.654
F -0.096 6.497 -3.035
C -0.852 7.161 -3.939
C -0.231 7.839 -4.971
C -1.008 8.516 -5.901
C -2.393 8.514 -5.782
C -3.002 7.832 -4.737
C -2.228 7.145 -3.811
H 0.849 7.836 -5.042
H -0.534 9.045 -6.719
H -2.997 9.046 -6.507
H -4.081 7.834 -4.642
H -2.685 6.601 -2.994
F 8.245 -3.402 8.226
C 7.128 -3.903 8.785
C 5.929 -3.801 8.106
C 4.776 -4.321 8.679
C 4.836 -4.928 9.928
C 6.048 -5.019 10.602
C 7.203 -4.508 10.025
H 5.901 -3.318 7.137
H 3.832 -4.254 8.153
H 3.935 -5.330 10.377
H 6.093 -5.488 11.577
H 8.158 -4.578 10.531

Entry 3:
The following is a DFT calculation (ωB97M-V/def2-TZVPD) of a structure of composition C34H33Ge2InN4S2.

Net charge = +1
Energy relative to the best compared isomer or geometry (same formula, charge and spin) = 0.5 kJ/mol
Multiplicity = 2
E_HOMO (alpha / beta) = -10.2613 / -10.4600 eV
Maximum force = 0.0157 hartree/bohr
Kohn-Sham gap (alpha / beta) = 6.9 / 5.4 eV
LUMO energy (alpha / beta) = -3.37 / -5.02 eV

CARTESIAN COORDINATES (ANGSTROEM)
In -0.674 1.038 0.118
N 3.320 3.085 -0.105
C 4.445 2.219 -0.149
C 5.715 2.760 -0.120
C 6.826 1.927 -0.161
C 6.658 0.556 -0.240
C 5.376 0.017 -0.278
C 4.272 0.847 -0.226
S 2.663 0.118 -0.277
N 1.627 1.477 -0.268
C 2.034 2.692 -0.182
C 0.993 3.777 -0.144
C 1.289 5.122 -0.050
C 0.243 6.034 0.022
C -1.058 5.573 0.000
C -1.270 4.207 -0.104
N -0.263 3.338 -0.182
H 3.518 4.062 -0.002
H 5.843 3.836 -0.062
H 7.817 2.358 -0.132
H 7.517 -0.100 -0.275
H 5.236 -1.056 -0.349
H 2.304 5.489 -0.033
H 0.453 7.092 0.100
H -1.899 6.248 0.066
H -2.268 3.789 -0.119
S -0.180 1.351 4.922
C -0.252 1.393 3.326
N -0.302 1.437 2.146
C -5.540 1.294 -0.572
C -4.988 0.815 0.609
C -3.606 0.763 0.764
C -2.786 1.203 -0.272
C -3.336 1.671 -1.463
C -4.718 1.726 -1.605
H -6.616 1.328 -0.689
H -5.631 0.479 1.413
H -3.189 0.387 1.692
H -2.706 1.996 -2.283
H -5.151 2.097 -2.526
C -1.673 -1.827 3.337
Ge -0.188 -2.488 2.278
C -0.199 -4.435 2.245
C 1.506 -1.790 2.908
Ge -0.543 -1.795 -0.072
C 0.822 -2.279 -1.347
C 1.884 -3.070 -0.904
C 2.914 -3.415 -1.768
C 2.902 -2.955 -3.079
C 1.853 -2.163 -3.529
C 0.818 -1.827 -2.668
C -2.318 -2.185 -0.738
C -3.151 -2.985 0.046
C -4.429 -3.316 -0.387
C -4.893 -2.834 -1.601
C -4.075 -2.031 -2.389
C -2.796 -1.713 -1.962
H -1.538 -2.184 4.360
H -2.630 -2.190 2.965
H -1.681 -0.739 3.366
H -0.065 -4.783 3.271
H 0.606 -4.838 1.631
H -1.149 -4.815 1.869
H 1.635 -2.084 3.952
H 1.511 -0.703 2.852
H 2.339 -2.182 2.325
H 1.916 -3.419 0.122
H 3.725 -4.044 -1.420
H 3.708 -3.218 -3.752
H 1.842 -1.810 -4.552
H 0.010 -1.208 -3.037
H -2.806 -3.366 0.998
H -5.062 -3.945 0.226
H -5.891 -3.083 -1.937
H -4.439 -1.653 -3.336
H -2.181 -1.076 -2.586

Entry 4:
The following is a DFT calculation (ωB97M-V/def2-TZVPD) of a structure of composition C34H33GeHfN6O2 at a distorted geometry.

Net charge = -1
Energy relative to the best compared isomer or geometry (same formula, charge and spin) = 0.0 kJ/mol
E_HOMO = -4.5589 eV
Maximum force = 0.0852 hartree/bohr
Kohn-Sham gap = 6.9 eV
LUMO energy = 2.37 eV

CARTESIAN COORDINATES (ANGSTROEM)
Hf -0.236 -0.296 -0.081
O 1.270 -1.401 -4.077
C 1.146 -1.072 -2.887
N 0.178 -1.379 -1.984
C -1.032 -2.073 -2.431
C -1.030 -3.303 -3.004
C -2.200 -3.925 -3.293
C -3.434 -3.371 -3.100
C -3.413 -2.025 -2.554
C -2.273 -1.382 -2.242
N -2.105 -0.072 -1.704
C -2.391 1.036 -2.439
O -3.014 1.181 -3.450
C -1.478 2.203 -1.960
C -1.890 3.466 -2.371
C -1.095 4.520 -2.026
C 0.146 4.295 -1.366
C 0.486 3.008 -1.016
N -0.393 1.988 -1.241
C 2.273 -0.329 -2.186
C 3.570 -0.384 -2.723
C 4.642 0.061 -1.930
C 4.382 0.619 -0.691
C 3.059 0.541 -0.237
N 2.071 0.033 -0.971
H -0.115 -3.885 -3.158
H -2.061 -4.830 -3.843
H -4.324 -3.982 -3.374
H -4.417 -1.562 -2.512
H -2.736 3.595 -3.061
H -1.339 5.523 -2.310
H 0.900 5.069 -1.096
H 1.321 2.696 -0.494
H 3.688 -0.702 -3.731
H 5.653 -0.049 -2.313
H 5.236 0.968 -0.065
H 2.768 0.809 0.830
C 0.789 1.558 2.543
N 0.694 0.465 1.691
C 0.023 -0.746 2.395
C -1.471 -0.423 2.465
C -2.477 -0.325 3.392
C -3.682 0.004 2.687
C -3.319 0.085 1.376
N -1.998 -0.174 1.248
C 0.024 2.854 2.163
C -1.321 2.893 1.752
C -1.887 4.075 1.371
C -1.091 5.222 1.203
C 0.192 5.246 1.703
C 0.760 4.036 2.147
H 1.844 1.921 2.577
H 0.436 1.291 3.507
H 0.378 -0.884 3.387
H -2.474 -0.316 4.489
H -4.634 0.286 3.044
H -3.966 0.316 0.519
H -1.887 1.994 1.709
H -2.918 4.141 1.080
H -1.643 6.135 0.922
H 0.743 6.169 1.768
H 1.789 4.098 2.371
C 0.798 -4.873 0.445
Ge 1.534 -3.292 1.459
C 3.447 -3.136 0.835
C 1.623 -3.615 3.401
C 0.191 -1.938 1.402
H 0.543 -5.821 1.070
H 1.590 -5.208 -0.184
H -0.046 -4.554 -0.116
H 4.095 -2.487 1.453
H 3.567 -2.885 -0.158
H 3.793 -4.179 0.978
H 2.089 -4.606 3.696
H 0.555 -3.462 3.806
H 2.215 -2.850 3.921
H -0.708 -2.602 1.576

Entry 5:
The following is a DFT calculation (ωB97M-V/def2-TZVPD) of a structure of composition C34H33N7PdS2.

Net charge = +2
Energy relative to the best compared isomer or geometry (same formula, charge and spin) = 4.0 kJ/mol
E_HOMO = -13.4189 eV
Maximum force = 0.0035 hartree/bohr
Kohn-Sham gap = 7.7 eV
LUMO energy = -5.75 eV

CARTESIAN COORDINATES (ANGSTROEM)
Pd -0.387 -0.029 1.029
C 0.865 2.474 1.906
N -0.178 2.035 0.941
C -1.531 2.611 1.172
C -2.534 1.678 0.568
N -2.240 0.411 0.346
C -3.397 -0.192 -0.148
C -3.647 -1.489 -0.590
C -4.916 -1.760 -1.054
C -5.917 -0.775 -1.090
C -5.676 0.516 -0.672
C -4.395 0.782 -0.204
N -3.807 1.956 0.256
C 1.737 1.305 2.245
N 1.481 0.086 1.813
C 2.468 -0.744 2.347
C 2.720 -2.104 2.175
C 3.813 -2.631 2.834
C 4.645 -1.834 3.638
C 4.420 -0.481 3.793
C 3.317 0.042 3.127
N 2.822 1.338 3.035
H 1.458 3.293 1.494
H 0.378 2.843 2.810
H 0.121 2.268 -0.003
H -1.693 2.661 2.250
H -1.616 3.621 0.765
H -2.877 -2.246 -0.580
H -5.151 -2.754 -1.409
H -6.897 -1.034 -1.464
H -6.444 1.277 -0.714
H -4.250 2.858 0.321
H 2.097 -2.713 1.537
H 4.046 -3.681 2.716
H 5.495 -2.287 4.128
H 5.078 0.136 4.389
H 3.225 2.163 3.450
S -1.243 -0.264 3.923
C -0.381 -1.679 3.944
N 0.453 -2.066 4.900
C 0.842 -3.472 5.020
C -0.338 -4.313 4.614
N -0.686 -3.959 3.229
C -0.996 -5.098 2.333
C 0.233 -5.924 2.054
C 0.425 -7.136 2.708
C 1.573 -7.883 2.481
C 2.535 -7.422 1.597
C 2.344 -6.219 0.928
C 1.197 -5.474 1.153
C -0.598 -2.711 2.842
S -0.704 -2.304 1.195
C 0.890 -1.179 5.991
C 0.296 -1.588 7.314
C 1.124 -1.952 8.369
C 0.579 -2.340 9.587
C -0.796 -2.375 9.749
C -1.629 -2.016 8.695
C -1.087 -1.621 7.483
H 1.096 -3.655 6.062
H 1.713 -3.685 4.394
H -1.195 -4.141 5.269
H -0.081 -5.369 4.626
H -1.445 -4.704 1.425
H -1.750 -5.689 2.854
H -0.336 -7.511 3.385
H 1.708 -8.830 2.987
H 3.426 -8.007 1.413
H 3.081 -5.874 0.214
H 1.030 -4.556 0.601
H 0.606 -0.166 5.714
H 1.980 -1.244 6.026
H 2.201 -1.927 8.243
H 1.230 -2.617 10.405
H -1.223 -2.678 10.696
H -2.703 -2.035 8.825
H -1.738 -1.322 6.669

Entry 6:
The following is a DFT calculation (ωB97M-V/def2-TZVPD) of a cluster of 2 separate species, C34H33NO4 in total at a distorted geometry.

Net charge = 0
Energy relative to the best compared isomer or geometry (same formula, charge and spin) = 228.8 kJ/mol
E_HOMO = -4.7446 eV
Maximum force = 0.0376 hartree/bohr
Kohn-Sham gap = 2.7 eV
LUMO energy = -2.08 eV

CARTESIAN COORDINATES (ANGSTROEM)
C -5.693 4.586 -1.675
O -5.612 3.144 -1.629
C -4.380 2.571 -1.611
C -4.337 1.154 -1.579
C -3.134 0.494 -1.527
C -1.894 1.195 -1.486
C -0.646 0.497 -1.398
C 0.588 1.141 -1.375
C 1.821 0.506 -1.470
C 3.063 1.205 -1.567
C 4.300 0.493 -1.589
C 5.507 1.142 -1.666
C 5.556 2.559 -1.712
O 6.793 3.122 -1.741
C 6.887 4.565 -1.745
C 4.345 3.296 -1.719
C 3.136 2.625 -1.658
C -1.962 2.616 -1.555
C -3.164 3.297 -1.618
H -6.765 4.785 -1.702
H -5.244 5.037 -0.777
H -5.210 4.982 -2.579
H -5.285 0.618 -1.593
H -3.109 -0.595 -1.520
H -0.666 -0.596 -1.421
H 0.595 2.227 -1.275
H 1.847 -0.586 -1.457
H 4.265 -0.594 -1.544
H 6.449 0.600 -1.687
H 7.962 4.754 -1.763
H 6.411 4.990 -2.640
H 6.440 4.994 -0.836
H 4.359 4.388 -1.769
H 2.219 3.213 -1.686
H -1.044 3.204 -1.576
H -3.166 4.390 -1.673
C -1.932 3.066 2.586
C -0.704 2.331 2.107
O -0.854 0.960 2.556
C 0.220 0.163 2.326
C -0.103 -1.220 2.739
N 0.464 -2.210 2.141
C -0.017 -3.337 1.637
C 0.921 -4.426 1.392
C 0.595 -5.557 0.608
C 1.533 -6.568 0.402
C 2.824 -6.451 0.936
C 3.164 -5.318 1.694
C 2.224 -4.307 1.910
C -1.453 -3.433 1.324
C -2.169 -4.623 1.574
C -3.553 -4.673 1.374
C -4.251 -3.530 0.964
C -3.556 -2.329 0.763
C -2.168 -2.288 0.911
O 1.268 0.531 1.820
H -2.032 4.027 2.075
H -2.844 2.480 2.411
H -1.829 3.263 3.662
H -0.630 2.358 1.008
H 0.215 2.761 2.528
H -0.848 -1.308 3.544
H -0.401 -5.631 0.172
H 1.252 -7.445 -0.181
H 3.561 -7.236 0.755
H 4.165 -5.211 2.113
H 2.475 -3.411 2.480
H -1.631 -5.501 1.934
H -4.084 -5.612 1.536
H -5.332 -3.565 0.809
H -4.089 -1.413 0.498
H -1.631 -1.356 0.713